(1)
Computed, not measured: a cluster of 13 separate species, C27H87O34P7 in total, with the ωB97M-V functional and the def2-TZVPD basis.

Atoms and positions in Å:
O (-0.29, 2.35, -7.75)
H (2.14, -3.97, -6.07)
P (-6.73, -1.94, 5.51)
H (2.29, 9.90, -2.24)
H (-2.50, -4.38, 6.14)
C (-1.81, -3.59, 6.44)
H (1.51, 8.65, -1.21)
H (-4.52, -2.28, 3.86)
H (4.93, -0.83, 6.05)
O (-4.20, -1.49, -3.71)
H (0.42, -5.39, 0.78)
H (7.01, 0.60, 0.25)
H (-2.97, -1.46, -2.12)
C (-5.50, -0.53, 7.32)
H (-0.90, 5.94, 9.22)
H (5.62, -1.67, 4.66)
O (-1.52, -4.71, 1.08)
H (-10.22, 1.56, -2.24)
H (-5.84, -5.10, 5.14)
H (-6.25, -1.02, 7.94)
C (1.98, -5.03, -6.25)
O (8.77, -1.83, 1.10)
H (-7.23, 0.39, -5.12)
H (5.72, 0.11, 4.86)
H (-0.97, 1.79, -7.36)
H (9.32, -0.20, -6.47)
H (-0.92, 7.04, 7.82)
H (1.06, 0.79, -8.02)
O (-6.63, -2.02, 3.89)
H (0.10, 1.33, 2.63)
O (0.43, 1.64, 0.70)
H (-4.77, -4.05, -6.74)
C (-0.18, 4.88, 4.87)
C (-6.59, -4.53, 5.69)
H (-10.35, 3.30, -2.56)
H (-5.66, 0.91, -4.63)
O (8.85, 0.06, -0.54)
H (-2.38, -2.67, 6.55)
H (-9.49, 0.48, 2.16)
C (-3.16, -2.11, -2.97)
C (1.49, -0.28, -2.55)
H (4.32, 1.52, -5.60)
H (-10.11, 1.87, 1.20)
P (1.57, 1.03, -0.28)
H (-3.53, -3.06, -2.59)
H (1.34, 10.30, -0.77)
H (-6.69, -5.15, 6.58)
O (9.53, -2.29, -1.32)
O (-2.37, 3.05, 6.02)
O (2.08, 2.38, -1.13)
C (2.04, 9.60, -1.22)
C (-9.62, 0.90, 1.17)
H (0.54, 4.54, 4.13)
O (-1.80, 5.14, 7.52)
H (0.00, -4.05, -0.30)
O (-5.58, -0.79, 5.89)
H (0.96, -5.15, -6.61)
O (-8.51, 2.52, -1.66)
H (-3.93, -4.54, -5.20)
H (0.18, 5.70, 7.85)
P (9.70, -1.23, -0.04)
H (-5.35, -1.47, 2.53)
H (3.81, -0.49, 3.51)
C (7.44, 0.05, -0.59)
H (-5.54, -3.24, 2.72)
C (-5.41, -2.30, 3.24)
H (-5.40, -3.52, -5.27)
C (8.75, -0.85, -5.81)
H (8.66, -0.41, -4.82)
C (-4.45, -3.76, -5.74)
H (0.91, -0.13, -3.46)
H (-1.19, 0.77, 1.66)
H (10.19, -3.09, 2.00)
H (5.43, 2.60, -6.31)
H (0.28, -0.19, 1.67)
H (9.32, -1.78, -5.74)
H (0.06, 3.18, -1.29)
O (-5.60, -0.87, -5.75)
H (8.61, -3.15, 2.75)
H (-5.13, 2.61, -2.23)
C (-0.17, -4.47, 0.70)
O (3.79, -0.61, 4.46)
H (-1.31, -3.75, 8.33)
H (3.72, 10.25, -0.39)
O (11.09, -0.92, 0.36)
C (-0.08, 1.76, 7.93)
C (-9.92, 2.55, -1.89)
H (1.63, -1.35, -2.41)
H (-0.04, 0.97, -9.38)
H (-10.33, 0.16, 0.81)
H (2.72, -5.54, -6.86)
P (-1.35, 3.71, 6.89)
H (1.24, 2.11, -9.14)
H (10.45, -3.82, -2.38)
H (-0.61, 0.83, 8.11)
H (-1.31, -3.37, 5.50)
H (0.25, -3.72, 1.37)
H (0.39, 1.75, 6.95)
O (6.13, -1.27, -4.29)
C (1.11, 3.37, -1.56)
H (-7.55, -4.43, 5.17)
H (-0.05, 5.95, 5.03)
H (-4.50, -0.71, 7.71)
O (6.29, 0.96, -5.44)
O (-7.91, 3.43, 0.75)
H (9.73, -4.30, -0.91)
H (-10.47, 2.78, -0.98)
C (5.29, 1.97, -5.43)
H (0.73, 1.80, 8.66)
H (7.12, -0.98, -0.42)
O (4.92, -0.99, -6.64)
H (-5.76, 0.53, 7.40)
H (5.12, -3.00, -3.69)
H (-1.16, 4.86, 4.39)
C (5.09, -0.77, 4.98)
O (-8.42, 0.88, 0.37)
H (-1.74, -5.53, 0.63)
C (-6.19, 0.39, -5.43)
H (11.23, -3.38, -0.83)
C (-0.82, 6.01, 8.14)
O (3.28, 9.40, -0.50)
O (-0.03, 4.07, 6.04)
H (-6.11, 0.95, -6.37)
H (5.32, 2.59, -4.53)
H (5.89, -3.10, -5.16)
C (6.05, -2.70, -4.16)
C (9.32, -2.48, 2.25)
C (0.50, 1.52, -8.61)
H (-2.17, -2.14, -3.44)
O (-3.70, -2.56, -6.01)
H (6.91, -3.19, -3.70)
O (-6.03, -3.33, 5.99)
O (-0.83, 2.90, 8.14)
C (-0.10, 0.83, 1.69)
H (2.43, 0.26, -2.70)
H (1.29, 4.36, -1.16)
O (-8.11, -1.72, 6.05)
O (0.76, 0.28, -1.48)
H (-5.58, 3.72, -0.96)
C (-5.35, 2.68, -1.16)
O (-6.33, 1.80, -0.62)
H (2.30, -6.56, -5.17)
O (-3.09, -0.06, -5.61)
C (10.28, -3.48, -1.36)
H (1.15, 3.51, -2.64)
H (9.71, -1.79, 3.00)
O (7.50, -1.00, -6.44)
O (2.61, 0.23, 0.35)
H (7.18, 0.44, -1.57)
O (-0.88, -3.72, 7.48)
P (6.07, -0.58, -5.78)
P (-7.83, 2.29, -0.22)
H (-4.40, 2.38, -0.71)
P (-4.06, -1.16, -5.30)
O (2.14, -5.63, -4.99)

For the relative energy (zero: lowest compared OMol25 entry of this formula, charge and spin), the calculation gives 101.79 kcal/mol. The multiplicity is 1. For the HOMO energy, the calculation gives -10.04 eV. The calculation puts the gap between HOMO and LUMO at 10.2 eV.

---

(2)
Computed, not measured: the ion C2H5N2O2 with charge -1, with the ωB97M-V functional and the def2-TZVPD basis.

Atoms and positions in Å:
H (0.37, -0.84, -0.83)
C (1.04, 0.83, 0.90)
H (1.80, 0.86, 0.17)
H (1.29, 0.50, 1.96)
H (-1.58, 1.18, -0.98)
O (-1.55, -1.51, -0.87)
H (-2.11, -1.13, -0.28)
N (-0.58, -0.54, -1.32)
O (-1.29, 0.95, 1.43)
N (-0.71, 0.77, -0.77)
C (-0.29, 0.88, 0.67)

For the relative energy (zero: lowest compared OMol25 entry of this formula, charge and spin), the calculation gives 103.45 kcal/mol. Its charge is -1. The multiplicity is 1. For the HOMO energy, the calculation gives -2.82 eV. The calculation puts the gap between HOMO and LUMO at 7.4 eV.

---

(3)
Computed, not measured: a structure of composition C12H26MnN4O7, with the ωB97M-V functional and the def2-TZVPD basis.

Atoms and positions in Å:
H (3.43, 2.37, -1.29)
Mn (-0.17, 0.04, -0.22)
H (2.28, -1.00, 3.93)
H (-3.12, 2.12, 0.19)
C (2.10, -0.92, 1.81)
H (-2.18, 1.36, -3.82)
O (0.42, -1.85, -2.25)
H (3.97, -1.45, 0.94)
H (1.97, 0.63, 3.27)
O (-1.78, -0.24, 2.10)
H (-1.71, -3.58, 2.11)
H (-0.66, 0.25, -4.80)
C (3.27, -1.83, 1.69)
H (1.77, 4.27, 1.05)
H (-1.68, 0.79, 1.91)
C (0.64, 2.59, 0.41)
H (0.06, 4.27, 1.60)
N (-1.41, -0.76, 0.91)
O (-0.53, 0.11, -3.85)
C (0.95, 3.65, 1.40)
O (1.47, -0.57, 0.79)
C (-2.43, -2.93, 1.58)
H (1.25, 3.19, 2.36)
C (-1.73, -2.04, 0.63)
H (-3.15, -3.56, 1.04)
C (1.72, -0.44, 3.17)
N (0.99, 1.03, -1.31)
H (-0.77, -3.91, -2.13)
H (2.30, 3.07, -2.46)
C (-1.38, -3.79, -1.24)
H (-1.13, -4.59, -0.53)
H (-0.99, 1.65, -2.55)
C (2.50, 2.95, -1.39)
H (-4.16, 1.60, -0.84)
O (-1.40, 2.09, 1.41)
O (-3.67, 2.40, -0.59)
H (-2.96, -2.32, 2.33)
C (-1.49, 0.87, -3.13)
H (0.64, -0.57, 3.33)
H (2.62, 3.92, -0.91)
O (1.64, 0.52, -2.30)
C (-1.19, -2.45, -0.64)
H (-2.43, -3.95, -1.52)
N (-0.39, -1.53, -1.21)
H (3.79, -1.91, 2.65)
H (-2.07, 0.24, -2.44)
N (-0.41, 1.75, 0.63)
C (1.37, 2.23, -0.77)
H (0.89, -0.96, -2.46)
H (2.94, -2.83, 1.39)

Its charge is +1. The multiplicity is 5. For the HOMO energy (alpha / beta), the calculation gives -10.57 / -10.75 eV. The calculation puts the gap between HOMO and LUMO (alpha / beta) at 6.1 / 5.6 eV.

---

Copy entry 2 word for word.
Computed, not measured: the ion C2H5N2O2 with charge -1, with the ωB97M-V functional and the def2-TZVPD basis.

Atoms and positions in Å:
H (0.37, -0.84, -0.83)
C (1.04, 0.83, 0.90)
H (1.80, 0.86, 0.17)
H (1.29, 0.50, 1.96)
H (-1.58, 1.18, -0.98)
O (-1.55, -1.51, -0.87)
H (-2.11, -1.13, -0.28)
N (-0.58, -0.54, -1.32)
O (-1.29, 0.95, 1.43)
N (-0.71, 0.77, -0.77)
C (-0.29, 0.88, 0.67)

For the relative energy (zero: lowest compared OMol25 entry of this formula, charge and spin), the calculation gives 103.45 kcal/mol. Its charge is -1. The multiplicity is 1. For the HOMO energy, the calculation gives -2.82 eV. The calculation puts the gap between HOMO and LUMO at 7.4 eV.